Below is 3 unconnected molecules or ions with the total composition C6H10O, with properties calculated with ωB97M-V/def2-TZVPD.

XYZ file:
```
17
Properties=species:S:1:pos:R:3
H 0.921 -1.488 1.362
C -1.645 0.410 -0.168
H 1.835 -1.614 -0.612
H 2.622 -0.147 0.180
H 0.773 2.120 0.316
H -0.311 1.306 -1.692
C 0.483 -0.026 -0.087
C 0.238 1.251 0.718
H -2.726 0.364 -0.235
H -0.943 -1.733 -0.334
C -0.766 -0.776 0.154
H 0.078 -1.544 1.534
H -0.900 -0.354 -2.144
C 1.710 -0.691 -0.051
C -0.707 0.354 -1.342
H 0.521 1.094 1.765
O -1.183 1.474 0.635
```

The gap between HOMO and LUMO comes out at 8.22 eV. The calculation puts the energy relative to the best compared isomer or geometry (same formula, charge and spin) at 139.2 kcal per mole. The calculation puts the HOMO energy at -7.72 eV. The LUMO energy is 0.505 eV.